No. 1
12 unconnected molecules or ions with the total composition C57H138N6O12 at a distorted geometry, computed with ωB97M-V with the def2-TZVPD basis set.

Computed properties:
SMILES string = CC1(C)CCCC(C)(C)N1O.CC1(C)CCCC(C)(C)N1O.CC1(C)CCCC(C)(C)N1O.COC[C@H](C)N.COC[C@H](C)N.COC[C@H](C)N.CC(C)O.CC(C)O.CC(C)O.CC(C)O.CC(C)O.CC(C)O
LUMO energy = 0.5 eV
Net charge = 0
E = -94849.376 eV
Orbital gap = 8.5 eV
Energy above the lowest of the compared OMol25 structures with the same formula, charge and spin = 190.5 kJ/mol

Atoms and positions in Å:
C -1.950 4.285 -2.336
C -0.959 5.053 -1.526
C -1.586 5.726 -0.244
O 0.101 4.206 -1.132
H -2.644 3.720 -1.748
H -1.497 3.612 -3.042
H -2.619 4.985 -2.901
H -0.656 5.870 -2.173
H -1.894 5.082 0.533
H -2.438 6.338 -0.490
H -0.836 6.406 0.213
H 0.311 4.468 -0.169
C -3.876 0.706 -5.096
C -2.987 -0.489 -4.661
C -3.856 -1.632 -4.191
O -2.284 -0.999 -5.760
H -4.263 1.157 -4.134
H -4.722 0.511 -5.759
H -3.265 1.489 -5.639
H -2.385 -0.242 -3.816
H -4.567 -1.348 -3.417
H -3.358 -2.566 -3.774
H -4.341 -2.015 -5.087
H -1.757 -0.360 -6.260
C 6.996 1.987 2.164
C 5.896 1.388 1.246
C 6.423 0.607 0.007
O 5.097 0.523 2.083
H 6.366 2.383 2.977
H 7.651 2.742 1.692
H 7.464 1.235 2.775
H 5.281 2.233 0.916
H 7.027 1.356 -0.627
H 5.562 0.098 -0.387
H 7.068 -0.231 0.347
H 4.445 0.170 1.459
C 3.298 5.588 1.334
C 2.755 4.176 1.470
C 3.315 3.510 2.718
O 1.340 4.316 1.586
H 3.461 5.967 2.378
H 2.602 6.353 0.823
H 4.199 5.709 0.773
H 3.097 3.672 0.568
H 3.070 4.101 3.594
H 4.384 3.463 2.557
H 3.029 2.466 2.879
H 0.997 3.405 1.420
C -0.544 0.653 -0.241
C 0.403 0.147 0.896
C 1.590 -0.578 0.286
O 0.796 1.273 1.815
H -1.535 1.015 0.211
H -0.677 -0.099 -1.002
H -0.072 1.518 -0.652
H -0.260 -0.539 1.456
H 2.397 -0.933 0.952
H 2.091 0.002 -0.541
H 1.250 -1.420 -0.249
H 1.230 0.873 2.595
C -4.257 3.629 2.643
C -2.754 3.516 2.660
C -2.152 2.628 3.806
O -2.403 3.050 1.389
H -4.740 2.642 2.593
H -4.493 4.316 1.877
H -4.517 4.215 3.510
H -2.404 4.547 2.802
H -2.135 3.098 4.787
H -1.143 2.322 3.381
H -2.607 1.691 3.909
H -1.453 3.034 1.179
C -0.697 -3.780 -0.920
C 0.275 -4.141 -2.017
C 0.261 -3.057 -3.165
C 1.415 -3.139 -4.051
C 2.693 -2.993 -3.247
C 2.913 -4.087 -2.246
N 1.665 -4.224 -1.475
O 1.665 -5.425 -0.662
C 3.301 -5.422 -2.995
C 4.019 -3.784 -1.233
C -0.202 -5.466 -2.699
H -0.435 -3.040 -0.067
H -1.037 -4.741 -0.469
H -1.620 -3.267 -1.285
H -0.700 -3.260 -3.647
H 0.282 -2.127 -2.662
H 1.410 -2.339 -4.763
H 1.421 -4.091 -4.623
H 2.748 -2.059 -2.675
H 3.464 -3.001 -4.014
H 3.558 -6.198 -2.296
H 2.522 -5.792 -3.642
H 4.221 -5.225 -3.551
H 3.793 -2.895 -0.651
H 4.144 -4.541 -0.439
H 4.998 -3.756 -1.732
H 0.024 -6.357 -2.134
H 0.312 -5.645 -3.691
H -1.299 -5.409 -2.930
H 1.558 -5.163 0.237
C 3.060 2.746 -3.127
C 2.378 2.025 -4.253
C 1.816 3.094 -5.211
C 1.209 2.411 -6.450
C 2.304 1.779 -7.215
C 3.250 0.860 -6.365
N 3.474 1.405 -5.062
O 4.142 0.375 -4.321
C 2.554 -0.489 -6.292
C 4.610 0.776 -7.053
C 1.308 1.061 -3.685
H 3.847 3.430 -3.453
H 3.486 2.159 -2.297
H 2.316 3.352 -2.615
H 1.109 3.679 -4.574
H 2.720 3.712 -5.490
H 0.604 3.134 -6.974
H 0.508 1.622 -6.210
H 2.985 2.544 -7.656
H 1.964 1.266 -8.084
H 2.569 -1.040 -7.242
H 3.086 -1.089 -5.544
H 1.533 -0.406 -6.018
H 5.168 -0.161 -6.804
H 4.540 0.605 -8.149
H 5.253 1.649 -6.924
H 1.015 1.366 -2.692
H 1.654 0.011 -3.713
H 0.428 1.176 -4.245
H 4.726 0.919 -3.762
C -6.682 -1.008 -0.108
C -5.856 0.036 0.776
C -4.391 0.073 0.363
C -4.169 0.654 -1.078
C -4.729 2.074 -1.024
C -6.233 2.156 -0.600
N -6.276 1.418 0.719
O -7.640 1.473 1.185
C -6.409 3.649 -0.282
C -7.094 1.664 -1.735
C -5.934 -0.447 2.168
H -6.061 -1.900 -0.032
H -6.609 -0.783 -1.174
H -7.695 -1.093 0.192
H -3.740 0.596 1.039
H -4.048 -0.994 0.536
H -4.865 0.052 -1.769
H -3.113 0.604 -1.395
H -4.637 2.582 -2.003
H -4.079 2.533 -0.256
H -7.492 3.768 -0.137
H -5.727 3.939 0.533
H -6.301 4.186 -1.217
H -7.222 2.584 -2.315
H -6.636 0.930 -2.356
H -8.025 1.222 -1.320
H -5.679 -1.468 2.149
H -6.944 -0.221 2.626
H -5.216 0.131 2.707
H -7.630 2.220 1.785
C 0.038 -2.635 3.669
C -1.330 -2.097 4.139
C -1.411 -1.402 5.514
O -0.494 -1.937 6.464
C -0.633 -1.296 7.676
N -1.900 -1.186 3.116
H 0.799 -1.841 3.881
H 0.154 -2.654 2.538
H 0.373 -3.612 4.138
H -2.056 -2.943 4.230
H -2.439 -1.442 5.846
H -1.145 -0.341 5.296
H 0.095 -1.606 8.376
H -1.662 -1.486 8.030
H -0.548 -0.228 7.520
H -1.444 -0.262 3.112
H -2.854 -1.017 3.336
C -1.574 -5.936 2.794
C -0.647 -6.959 2.171
C 0.822 -6.795 2.486
O 1.255 -5.455 2.157
C 2.445 -5.054 2.780
N -1.064 -8.319 2.615
H -1.563 -6.012 3.830
H -2.653 -6.034 2.544
H -1.317 -4.882 2.625
H -0.758 -7.009 1.091
H 1.483 -7.614 2.141
H 0.940 -6.986 3.554
H 2.781 -4.126 2.366
H 3.288 -5.726 2.644
H 2.433 -4.955 3.863
H -1.415 -8.317 3.601
H -1.777 -8.703 2.033
C 4.030 0.800 5.689
C 2.583 0.593 5.248
C 1.711 1.801 5.527
O 1.684 1.938 6.950
C 1.040 3.144 7.256
N 2.577 0.111 3.831
H 4.530 1.639 5.127
H 4.479 -0.105 5.328
H 4.197 0.891 6.747
H 2.159 -0.156 5.946
H 0.714 1.733 4.944
H 2.108 2.747 5.113
H 1.727 3.979 7.030
H 0.730 3.158 8.301
H 0.132 3.261 6.615
H 2.607 -0.930 3.759
H 3.516 0.305 3.456

=====

No. 2
2 unconnected molecules or ions with the total composition C4H8O2, computed with ωB97M-V with the def2-TZVPD basis set.

Computed properties:
LUMO energy = 0.8 eV
Net charge = 0
E = -8368.763 eV
Orbital gap = 9.7 eV
Energy above the lowest of the compared OMol25 structures with the same formula, charge and spin = 436.0 kJ/mol

Atoms and positions in Å:
C 0.996 -0.922 1.349
C 0.898 -0.306 -0.020
O -0.188 -0.941 -0.787
C -0.982 -0.072 -1.345
C -0.384 1.270 -0.994
O 0.553 1.034 0.051
H 1.756 -0.393 1.931
H 1.270 -1.978 1.276
H 0.032 -0.828 1.858
H 1.793 -0.473 -0.636
H -2.413 -0.135 -0.409
H -2.343 0.102 0.318
H -1.093 2.036 -0.670
H 0.106 1.606 -1.921

=====

No. 3
9 unconnected molecules or ions with the total composition C22H60N6O15 at a distorted geometry, computed with ωB97M-V with the def2-TZVPD basis set.

Computed properties:
LUMO energy (spin up / spin down) = -2.7 / -7.8 eV
Net charge = +1
E = -63413.796 eV
Orbital gap (spin up / spin down) = 7.4 / 2.3 eV
Multiplicity = 2

Atoms and positions in Å:
C 7.965 -13.635 -23.444
C 7.946 -13.566 -21.887
O 8.616 -14.673 -21.317
H 9.003 -13.518 -23.756
H 7.368 -12.808 -23.827
H 7.494 -14.520 -23.872
H 6.941 -13.586 -21.464
H 8.485 -12.645 -21.665
H 9.526 -14.372 -21.273
C 8.982 -9.392 -27.844
C 8.789 -7.892 -28.063
O 9.635 -7.567 -29.098
H 8.175 -9.830 -27.257
H 9.975 -9.671 -27.490
H 8.887 -9.810 -28.846
H 8.865 -7.423 -27.082
H 7.772 -7.682 -28.394
H 9.995 -6.689 -28.958
C 14.059 -8.057 -26.964
C 12.965 -8.688 -27.803
O 12.443 -7.761 -28.789
H 13.695 -7.062 -26.706
H 14.978 -7.966 -27.543
H 14.201 -8.788 -26.168
H 12.084 -9.047 -27.271
H 13.433 -9.454 -28.421
H 11.490 -7.800 -28.681
C 10.570 -8.423 -24.421
O 10.239 -7.002 -24.467
C 11.200 -6.103 -23.988
C 10.405 -4.778 -23.699
N 9.950 -4.199 -24.992
C 9.266 -2.893 -24.757
C 10.172 -1.726 -24.423
O 11.091 -1.616 -25.548
C 12.066 -0.620 -25.435
H 11.580 -8.561 -24.806
H 9.824 -8.976 -24.992
H 10.585 -8.702 -23.368
H 12.005 -5.886 -24.690
H 11.660 -6.421 -23.053
H 11.084 -4.077 -23.215
H 9.560 -4.849 -23.013
H 9.244 -4.859 -25.285
H 8.302 -3.002 -24.260
H 8.876 -2.554 -25.717
H 10.618 -1.802 -23.431
H 9.547 -0.845 -24.276
H 12.615 -0.791 -24.509
H 11.467 0.280 -25.296
H 12.725 -0.549 -26.300
C 17.419 -10.098 -27.155
O 16.376 -10.985 -26.862
C 16.476 -11.697 -25.694
C 15.522 -12.836 -25.526
N 15.910 -13.857 -26.400
C 14.978 -14.921 -26.421
C 13.713 -14.878 -27.366
O 13.427 -16.183 -27.885
C 12.236 -16.169 -28.732
H 16.985 -9.314 -27.776
H 18.184 -10.578 -27.764
H 17.974 -9.756 -26.281
H 16.291 -10.997 -24.879
H 17.501 -12.049 -25.582
H 14.537 -12.440 -25.774
H 15.330 -13.140 -24.497
H 16.040 -13.472 -27.325
H 14.755 -15.301 -25.424
H 15.693 -15.638 -26.823
H 14.103 -14.293 -28.200
H 12.856 -14.350 -26.948
H 12.416 -15.584 -29.633
H 11.359 -15.824 -28.184
H 12.051 -17.173 -29.114
C 7.421 -17.716 -28.272
N 7.886 -16.272 -28.155
O 7.425 -15.488 -28.929
O 8.657 -15.980 -27.229
H 6.479 -17.793 -28.816
H 7.367 -18.012 -27.225
H 8.293 -18.169 -28.744
C 9.654 -16.814 -23.699
N 10.937 -16.231 -23.203
O 11.645 -15.570 -23.891
O 11.220 -16.396 -22.034
H 8.871 -16.753 -22.943
H 9.928 -17.837 -23.955
H 9.497 -16.151 -24.550
C 9.721 -13.972 -30.627
N 10.560 -12.925 -31.342
O 10.806 -13.139 -32.528
O 11.222 -12.083 -30.691
H 8.750 -14.304 -30.995
H 9.682 -13.863 -29.543
H 10.358 -14.848 -30.754
C 10.421 -13.285 -26.867
N 11.228 -12.042 -26.697
O 10.894 -11.341 -25.749
O 12.166 -11.756 -27.470
H 10.739 -13.926 -27.690
H 9.432 -12.894 -27.110
H 10.162 -13.672 -25.882

=====

No. 4
3 unconnected molecules or ions with the total composition C4H11NO2 at a distorted geometry, computed with ωB97M-V with the def2-TZVPD basis set.

Computed properties:
SMILES string = C=C/C=C/N.O.O
LUMO energy = 0.6 eV
Net charge = 0
E = -9908.726 eV
Orbital gap = 8.6 eV
Energy above the lowest of the compared OMol25 structures with the same formula, charge and spin = 339.2 kJ/mol

Atoms and positions in Å:
N 2.814 1.555 0.400
C 2.096 0.487 1.088
C 2.632 -0.077 2.199
C 1.942 -0.890 3.157
C 1.017 -0.402 3.963
H 2.373 1.842 -0.522
H 3.748 1.653 0.353
H 1.014 0.432 0.850
H 3.552 0.242 2.474
H 2.052 -1.943 3.270
H 0.605 -0.843 4.901
H 0.503 0.481 3.878
H -4.883 -0.862 -5.105
H -4.245 -1.619 -4.134
O -4.047 -1.354 -4.992
H -3.383 0.114 -3.740
H -4.497 1.132 -3.503
O -3.786 0.577 -3.004

=====

No. 5
A molecular structure, C24H36BrN2O4SSiTc, computed with ωB97M-V with the def2-TZVPD basis set.

Computed properties:
LUMO energy (spin up / spin down) = -5.0 / -5.5 eV
Net charge = +1
E = -127590.590 eV
Orbital gap (spin up / spin down) = 6.9 / 6.4 eV
Energy above the lowest of the compared OMol25 structures with the same formula, charge and spin = 0.0 kJ/mol
Multiplicity = 4

Atoms and positions in Å:
Tc 0.104 -0.116 0.303
Br -6.010 -4.468 0.133
C -4.331 -3.664 -0.129
C -3.636 -3.156 0.960
C -2.405 -2.552 0.766
C -1.879 -2.479 -0.516
C -2.578 -2.981 -1.609
C -3.811 -3.576 -1.414
N -0.605 -1.854 -0.705
C 0.242 -2.364 -1.520
C 1.524 -1.691 -1.723
C 2.527 -2.209 -2.512
C 3.738 -1.524 -2.583
C 3.903 -0.368 -1.845
C 2.849 0.095 -1.068
N 1.678 -0.537 -1.033
H -4.052 -3.232 1.954
H -1.854 -2.155 1.609
H -2.193 -2.868 -2.616
H -4.373 -3.956 -2.255
H 0.037 -3.298 -2.036
H 2.371 -3.134 -3.049
H 4.544 -1.904 -3.196
H 4.834 0.180 -1.854
H 2.935 0.980 -0.451
O 0.779 0.447 4.003
S 0.720 -0.006 2.671
O 1.128 1.059 1.601
O -0.745 -0.193 2.119
O 1.402 -1.220 2.236
C -0.463 4.772 -1.133
C 0.300 3.442 -0.925
C 1.223 3.260 -2.140
C 1.213 3.647 0.292
Si -1.020 2.038 -0.767
C -1.669 1.470 -2.504
C -2.887 0.543 -2.384
C -2.107 2.678 -3.353
C -0.615 0.691 -3.306
C -2.430 2.413 0.483
C -3.254 1.184 0.907
C -3.424 3.395 -0.181
C -1.882 3.075 1.755
H 0.268 5.547 -1.380
H -0.976 5.094 -0.228
H -1.186 4.737 -1.947
H 1.953 4.074 -2.140
H 0.695 3.301 -3.091
H 1.785 2.325 -2.104
H 1.704 4.618 0.183
H 1.997 2.893 0.349
H 0.693 3.636 1.247
H -3.776 1.066 -2.033
H -2.714 -0.303 -1.717
H -3.118 0.142 -3.376
H -2.845 3.301 -2.848
H -2.569 2.298 -4.270
H -1.276 3.316 -3.648
H -0.470 -0.308 -2.894
H 0.355 1.182 -3.364
H -0.982 0.560 -4.329
H -3.707 0.662 0.066
H -4.071 1.534 1.544
H -2.677 0.476 1.498
H -3.973 2.930 -0.999
H -2.963 4.309 -0.551
H -4.161 3.688 0.573
H -1.149 2.452 2.269
H -2.714 3.239 2.446
H -1.430 4.047 1.559

=====

No. 6
A molecular structure, C3H4GdLiO4 at a distorted geometry, computed with ωB97M-V with the def2-TZVPD basis set.

Computed properties:
LUMO energy (spin up / spin down) = -9.1 / -10.9 eV
Net charge = +2
E = -32389.653 eV
Orbital gap (spin up / spin down) = 8.9 / 7.2 eV
Energy above the lowest of the compared OMol25 structures with the same formula, charge and spin = 0.0 kJ/mol
Multiplicity = 8

Atoms and positions in Å:
O 0.619 0.341 0.553
C -0.617 0.169 0.924
C 1.296 -0.977 0.472
O -1.526 0.925 0.587
O -0.851 -1.028 1.391
C 0.230 -1.921 1.044
H 2.186 -0.874 1.101
H 1.637 -1.268 -0.526
H 0.549 -2.430 1.958
H -0.151 -2.644 0.316
O -0.863 3.517 -2.554
Gd -2.122 2.636 -1.077
Li -0.388 3.555 -4.189